No. 1
Formula: C23H17ClN4O
Source: the OMol25 dataset
Level of theory: wB97M-V/def2-TZVPD

Its spin multiplicity is 1. The relative energy (zero: lowest compared OMol25 entry of this formula, charge and spin) is 0.0 kcal per mole. Its SMILES is Cn1c(COc2nnc(-c3ccc(Cl)cc3)c3ccccc23)nc2ccccc21.

Last column: natural (NBO) charge in e.
Geometry (Å):
C  -3.8995  1.5329  -0.9726  -0.41
N  -3.8282  0.1343  -0.6591  -0.37
C  -2.8738  -0.7736  -1.0355  0.36
N  -3.0965  -1.9744  -0.5864  -0.44
C  -4.2618  -1.8951  0.1302  0.07
C  -4.9670  -2.8729  0.8233  -0.18
C  -6.1280  -2.4914  1.4610  -0.23
C  -6.5906  -1.1739  1.4203  -0.21
C  -5.9073  -0.1873  0.7390  -0.27
C  -4.7389  -0.5638  0.0950  0.17
H  -6.2702  0.8294  0.7084  0.21
H  -7.5066  -0.9234  1.9348  0.21
H  -6.7002  -3.2259  2.0082  0.21
H  -4.6069  -3.8883  0.8524  0.22
C  -1.7058  -0.4177  -1.8923  -0.14
H  -2.0413  -0.0402  -2.8660  0.20
H  -1.0852  -1.3052  -2.0283  0.27
O  -0.9370  0.6231  -1.2816  -0.50
C  0.3294  0.3511  -0.9392  0.51
N  0.8749  -0.7885  -1.2660  -0.31
N  2.1394  -1.0380  -0.9944  -0.21
C  2.8925  -0.1764  -0.3633  0.15
C  2.3747  1.0684  0.1270  -0.09
C  3.0810  1.9708  0.9419  -0.18
C  2.4864  3.1347  1.3553  -0.19
C  1.1696  3.4388  0.9879  -0.20
C  0.4426  2.5595  0.2293  -0.19
C  1.0318  1.3612  -0.2024  -0.04
H  -0.5827  2.7613  -0.0383  0.22
H  0.7253  4.3644  1.3227  0.22
H  3.0337  3.8263  1.9788  0.22
H  4.0863  1.7295  1.2510  0.23
C  4.2971  -0.5700  -0.1844  0.01
C  4.5969  -1.8666  0.2267  -0.18
C  5.9077  -2.2681  0.3929  -0.23
C  6.9318  -1.3703  0.1324  -0.03
C  6.6548  -0.0854  -0.3072  -0.23
C  5.3397  0.3101  -0.4647  -0.21
H  5.1249  1.3009  -0.8375  0.22
H  7.4620  0.5955  -0.5279  0.23
Cl  8.5753  -1.8618  0.3447  0.01
H  6.1385  -3.2700  0.7193  0.23
H  3.7866  -2.5532  0.4143  0.23
H  -4.0506  2.1096  -0.0576  0.21
H  -4.7339  1.7301  -1.6515  0.20
H  -2.9709  1.8495  -1.4407  0.23


No. 2
Formula: C30H30AuBClFN4OP
Source: the OMol25 dataset
Level of theory: wB97M-V/def2-TZVPD

As for the charge: +1. Its spin multiplicity is 1. The relative energy (zero: lowest compared OMol25 entry of this formula, charge and spin) is 40.9 kcal per mole.

Last column: natural (NBO) charge in e.
Geometry (Å):
Au  -0.4539  -0.5029  -0.5097  0.51
Cl  -0.7496  -1.1013  -3.5695  0.04
C  -0.0213  -2.6728  -3.5093  -0.01
C  -0.1529  -3.4598  -4.6495  -0.23
C  0.4653  -4.6928  -4.7145  -0.16
C  1.2397  -5.1407  -3.6500  -0.23
C  1.3581  -4.3582  -2.5208  -0.11
C  0.7101  -3.1203  -2.4120  -0.42
P  0.9344  -2.2506  -0.8218  0.94
C  2.7317  -1.9157  -0.8851  -0.28
C  3.5777  -1.9016  0.2221  -0.24
C  4.9256  -1.6020  0.0797  -0.20
C  5.4458  -1.2997  -1.1685  -0.19
C  4.6075  -1.2860  -2.2742  -0.20
C  3.2630  -1.5895  -2.1351  -0.21
C  0.5395  -3.5695  0.3852  -0.35
C  1.0274  -3.5654  1.6915  -0.21
C  0.6546  -4.5508  2.5936  -0.19
C  -0.2318  -5.5458  2.2120  -0.21
C  -0.7641  -5.5303  0.9320  -0.14
C  -0.3887  -4.5487  0.0282  -0.22
H  -0.7308  -3.0826  -5.4813  0.24
H  0.3549  -5.2990  -5.6035  0.23
H  1.7432  -6.0962  -3.7008  0.23
H  1.9613  -4.7116  -1.6930  0.22
H  3.2163  -2.1399  1.2102  0.21
H  5.5679  -1.6103  0.9505  0.23
H  6.4988  -1.0788  -1.2808  0.23
H  5.0004  -1.0483  -3.2537  0.23
H  2.6259  -1.5631  -3.0097  0.23
H  1.6972  -2.7925  2.0370  0.20
H  1.0592  -4.5376  3.5972  0.22
H  -0.5142  -6.3217  2.9108  0.23
H  -1.4751  -6.2870  0.6286  0.22
H  -0.8351  -4.5468  -0.9566  0.23
B  -2.7350  3.5185  -0.3149  -0.59
C  -2.3447  1.9929  -0.3517  0.43
N  -1.9644  0.9005  -0.3337  -0.69
H  -1.7552  4.0933  -0.7453  0.01
H  -3.7071  3.7013  -0.9970  0.05
H  -2.9373  3.7815  0.8593  -0.01
C  -1.3790  4.3965  3.5546  -0.43
N  -0.7472  3.3943  2.7143  -0.34
C  -0.1763  3.6644  1.4045  -0.38
C  0.3490  2.3047  1.0118  0.72
O  0.8904  2.0258  -0.0184  -0.54
N  0.0713  1.4046  2.0684  -0.49
C  -0.6023  2.1193  3.0095  0.67
N  -1.0630  1.5664  4.1345  -0.78
H  -1.0749  5.3774  3.2007  0.25
H  -1.0478  4.2898  4.5880  0.21
H  -2.4668  4.3345  3.4996  0.24
H  0.6060  4.4233  1.4303  0.25
H  -0.9558  3.9501  0.6871  0.33
H  -1.0784  0.5633  4.2027  0.42
H  -1.6766  2.0806  4.7432  0.43
F  5.5128  4.0384  2.8901  -0.30
C  4.5290  3.1386  2.8098  0.42
C  4.4044  2.3875  1.6569  -0.27
C  3.3764  1.4634  1.5847  -0.18
C  2.4893  1.3061  2.6510  -0.07
C  1.3622  0.3699  2.5408  -0.16
C  2.6592  2.0705  3.8100  -0.19
C  3.6780  2.9979  3.8962  -0.28
H  5.1005  2.5367  0.8436  0.25
H  3.2440  0.8675  0.6914  0.24
H  0.8222  0.1172  3.4433  0.21
H  1.2857  -0.3124  1.7057  0.25
H  1.9815  1.9313  4.6453  0.21
H  3.8411  3.6029  4.7770  0.25


No. 3
Formula: C3H14B2ORb
Source: the OMol25 dataset
Level of theory: wB97M-V/def2-TZVPD

As for the charge: -1. Its spin multiplicity is 1. The relative energy (zero: lowest compared OMol25 entry of this formula, charge and spin) is 267.5 kcal per mole.

Last column: Mulliken charge in e.
Geometry (Å):
Rb  30.8405  -5.3063  16.5931  -0.01
B  29.8785  -3.4609  15.8455  0.68
H  30.1288  -3.3422  16.8884  -0.28
H  29.2849  -2.6262  15.5063  -0.35
H  30.7404  -3.4934  15.1972  -0.37
H  29.2765  -4.3474  15.7198  -0.14
B  29.1624  -5.4359  18.1483  0.81
H  28.4730  -6.0561  18.7000  -0.36
H  29.0339  -5.6024  17.0900  -0.26
H  28.9664  -4.3934  18.3460  -0.29
H  30.1482  -5.7458  18.4587  -0.39
C  31.0111  -7.3105  13.3101  -1.02
C  30.8311  -7.4289  14.7810  0.71
O  30.2080  -6.5983  15.4401  -0.53
C  31.5653  -8.5525  15.4955  -1.01
H  32.0276  -6.9185  13.2764  0.26
H  30.3329  -6.6430  12.7787  0.31
H  30.9765  -8.3437  12.9646  0.35
H  32.2566  -8.1254  16.2221  0.26
H  32.1428  -9.1989  14.8346  0.37
H  30.8047  -9.1886  15.9482  0.29


no.,total energy (Ha),lowest unoccupied orbital energy (hartree)
1,-1641.1300,-0.0008
2,-2517.2167,-0.0938
3,-271.2726,0.0767